w) {"formula": "CH4Br2Si", "method": "the ωB97M-V functional and the def2-TZVPD basis", "species": ["H", "H", "H", "Br", "Si", "Br", "C", "H"], "xyz": [[0.85924, -1.21056, -1.64076], [-1.18656, 0.88135, -0.39507], [-0.63987, -0.56321, 1.46162], [3.09892, 0.21526, -0.67335], [-0.05184, 0.29157, 0.32321], [1.28737, -2.75149, 0.28941], [1.02700, -1.07996, -0.58648], [1.05849, 1.05715, 0.90965]], "lowdin_charge": [-0.040, -0.085, -0.068, 0.169, 0.549, 0.602, -1.014, -0.114], "homo_energy_ev": -9.927, "spin_multiplicity": 1, "smiles": "[SiH3]C(Br)Br", "total_charge": 0}

x) {"formula": "CH4Br2Si", "method": "the ωB97M-V functional and the def2-TZVPD basis", "species": ["H", "H", "Si", "H", "H", "Br", "C", "Br"], "xyz": [[2.51322, 2.22874, -0.64186], [-2.60940, -1.16468, 0.01046], [2.99363, 1.09184, -1.30856], [-0.77685, -1.35560, 0.37933], [-1.72952, -0.49345, 1.40566], [2.38230, -0.41266, 0.26959], [-1.58480, -0.75885, 0.41964], [-1.18858, 0.86466, -0.53426]], "lowdin_charge": [-0.280, 0.074, 0.266, -0.060, -0.022, 0.037, -0.524, 0.508], "homo_energy_ev": -8.939, "spin_multiplicity": 1, "total_charge": 0}

Most stable structure - x); separation to the second - 0.882 eV.

w) {"formula": "C2H5NS", "method": "the ωB97M-V functional and the def2-TZVPD basis", "species": ["H", "H", "S", "H", "C", "C", "H", "N", "H"], "xyz": [[-0.00406, 0.56664, 1.72904], [0.82071, 1.00756, -1.44404], [-1.74362, -2.33303, 0.85981], [-0.25677, -0.86338, 2.72890], [0.04360, 0.22002, -1.53295], [-1.03164, -0.92082, 0.80383], [-1.03443, 0.34923, -1.74057], [-0.50271, -0.35731, 1.87618], [0.37304, -0.83069, -1.33202]], "lowdin_charge": [0.119, -0.006, 0.634, 0.096, 0.043, -0.814, -0.007, -0.047, -0.017], "homo_energy_ev": [-8.508, -8.103], "spin_multiplicity": 1, "total_charge": 0}

x) {"formula": "C2H5NS", "method": "the ωB97M-V functional and the def2-TZVPD basis", "species": ["C", "C", "H", "S", "N", "H", "H", "H", "H"], "xyz": [[0.72777, -0.84972, 0.03554], [-0.99980, 0.83689, 0.05645], [1.75186, -0.78268, -0.13521], [-2.10641, -0.35516, 0.01020], [0.31088, 0.61034, 0.06086], [0.34596, -1.32295, 0.95151], [0.23047, -1.30547, -0.78810], [-1.25792, 1.88596, 0.03792], [0.99717, 1.28278, -0.22917]], "lowdin_charge": [-0.106, -0.752, 0.055, 0.618, -0.112, 0.079, 0.038, 0.058, 0.123], "homo_energy_ev": -8.338, "spin_multiplicity": 1, "smiles": "CNC=S", "total_charge": 0}

Most stable structure - x); separation to the second - 3.429 eV.

w) {"formula": "C2H9N3", "method": "the ωB97M-V functional and the def2-TZVPD basis", "species": ["H", "H", "N", "H", "C", "H", "H", "H", "H", "C", "N", "H", "N", "H"], "xyz": [[0.14812, -2.27861, 1.90430], [-1.10688, 0.42136, -0.95089], [0.98057, 1.47467, 0.43305], [-1.64496, 1.53525, 0.08866], [0.03397, -2.91693, 0.06229], [0.25836, -3.96752, 0.24435], [0.73831, 1.89707, 1.31650], [0.18244, 2.99647, -0.73152], [0.78364, 1.63703, -1.60968], [0.21961, 1.90942, -0.72598], [-1.15842, 1.43004, -0.79334], [0.93687, 0.46669, 0.50987], [-0.04335, -2.01873, 0.94405], [-0.17482, -2.57207, -0.94476]], "lowdin_charge": [0.038, 0.045, -0.014, 0.055, -0.130, 0.063, 0.053, 0.096, 0.097, -0.380, -0.016, 0.025, 0.013, 0.053], "homo_energy_ev": -8.525, "spin_multiplicity": 1, "smiles": "C=N.NCN", "total_charge": 0}

x) {"formula": "C2H9N3", "method": "the ωB97M-V functional and the def2-TZVPD basis", "species": ["N", "N", "H", "C", "H", "H", "H", "H", "H", "H", "H", "C", "N", "H"], "xyz": [[1.04637, -0.58958, 0.25352], [2.20357, 1.59356, -0.15536], [2.75270, -0.00098, 1.23240], [-2.56379, -0.28540, -0.03237], [2.96129, -0.25412, -0.57486], [0.72394, -0.54353, -0.79205], [-1.70974, -0.48860, 0.79283], [-2.58614, 0.67088, -0.54115], [-3.54381, -1.35976, -1.25447], [2.42432, 2.17614, 0.72254], [0.49260, 0.08232, 0.78090], [2.24871, 0.15718, 0.20943], [-3.36429, -1.20670, -0.26515], [1.17569, 1.90603, -0.25958]], "lowdin_charge": [-0.030, -0.055, 0.122, -0.185, 0.110, 0.116, 0.088, 0.050, 0.048, 0.081, 0.037, -0.460, 0.000, 0.077], "homo_energy_ev": -9.384, "spin_multiplicity": 1, "smiles": "C=N.NCN", "total_charge": 0}

Most stable structure - w); separation to the second - 1.761 eV.

w) {"formula": "CH2F2O3S", "method": "the ωB97M-V functional and the def2-TZVPD basis", "species": ["F", "H", "O", "O", "S", "C", "F", "H", "O"], "xyz": [[2.63029, 0.52065, -1.68125], [-0.51160, 0.50788, 1.54170], [1.51847, -0.64716, 0.19071], [-1.41069, -1.31244, 1.65598], [1.46557, -0.56401, -1.22147], [-1.45678, -0.13146, 1.66408], [0.01534, 0.78355, -2.78090], [-2.33324, 0.43611, 2.11261], [0.08264, 0.40689, -1.48147]], "lowdin_charge": [-0.300, 0.085, -0.360, 0.005, 1.019, -0.182, -0.079, 0.090, -0.277], "homo_energy_ev": -10.086, "spin_multiplicity": 1, "total_charge": 0}

x) {"formula": "CH2F2O3S", "method": "the ωB97M-V functional and the def2-TZVPD basis", "species": ["F", "H", "F", "C", "O", "O", "O", "S", "H"], "xyz": [[2.59885, -0.83297, 1.22477], [-0.42996, 2.10023, 0.47424], [3.45858, 1.93912, 0.53901], [0.02865, 1.13642, 0.20097], [0.48980, 0.81421, -0.84138], [3.70902, -1.32455, -0.96731], [3.26491, 0.99931, -0.46529], [3.89957, -0.46440, 0.19319], [-0.36727, 0.39149, 1.03032]], "lowdin_charge": [-0.327, 0.072, -0.108, -0.180, 0.006, -0.378, -0.264, 1.073, 0.105], "homo_energy_ev": -10.063, "spin_multiplicity": 1, "total_charge": 0}

Most stable structure - w); separation to the second - 0.242 eV.

w) {"formula": "C2H4ClNO", "method": "the ωB97M-V functional and the def2-TZVPD basis", "species": ["O", "N", "Cl", "C", "H", "C", "H", "H", "H"], "xyz": [[-1.64466, -0.80240, -0.05968], [-0.65796, 1.29644, 0.24312], [2.17015, 0.04414, -0.00430], [0.49253, -0.85524, 0.11891], [0.55173, -1.05460, 1.28634], [-0.63330, 0.00276, -0.02691], [-1.36696, 1.94034, -0.36666], [0.35651, 1.50094, -0.67641], [0.73196, -2.07239, -0.51440]], "lowdin_charge": [-0.019, 0.102, 0.412, -0.465, 0.116, -0.752, 0.168, 0.219, 0.219], "homo_energy_ev": -10.065, "spin_multiplicity": 1, "total_charge": 0}

x) {"formula": "C2H4ClNO", "method": "the ωB97M-V functional and the def2-TZVPD basis", "species": ["H", "O", "Cl", "N", "C", "H", "C", "H", "H"], "xyz": [[1.55217, -1.22535, -0.14521], [0.33683, -0.50493, 1.28738], [-0.77171, 0.57945, 3.24589], [-1.53587, 1.17665, 0.51011], [-0.62034, 0.35815, 1.59075], [-2.07416, 1.73411, 1.19966], [0.70593, -0.57230, -0.10635], [-0.13290, -0.96982, -0.57059], [0.94443, 0.39181, -0.42696]], "lowdin_charge": [0.094, -0.152, 0.752, 0.013, -0.793, -0.040, -0.024, 0.073, 0.076], "homo_energy_ev": -9.122, "spin_multiplicity": 1, "smiles": "[H]/N=C(\\Cl)OC", "total_charge": 0}

Most stable structure - x); separation to the second - 0.910 eV.

w) {"formula": "C4H5P", "method": "the ωB97M-V functional and the def2-TZVPD basis", "species": ["H", "C", "H", "P", "C", "C", "H", "C", "H", "H"], "xyz": [[-2.11090, -1.16890, 0.01778], [-1.71544, -0.70347, -0.87556], [-2.23648, 0.17273, -1.23060], [0.59663, -1.86322, -2.24663], [-0.65524, -1.15691, -1.46431], [0.53262, 0.94487, 1.29308], [-0.43939, 0.85980, 1.67970], [1.64030, 1.05470, 0.86181], [1.59149, -1.14741, -1.56038], [2.61158, 1.15362, 0.47515]], "lowdin_charge": [0.059, -0.107, 0.057, 0.780, -0.616, -0.009, 0.008, -0.006, -0.175, 0.008], "homo_energy_ev": -9.490, "spin_multiplicity": 1, "smiles": "C=C=P.C#C", "total_charge": 0}

x) {"formula": "C4H5P", "method": "the ωB97M-V functional and the def2-TZVPD basis", "species": ["C", "C", "P", "H", "C", "H", "H", "H", "H", "C"], "xyz": [[1.09869, 1.10436, 0.06820], [0.82329, -0.29538, -0.04743], [2.55871, -0.16170, 0.02141], [0.94314, 1.64608, 1.03595], [-1.76255, -0.39974, -0.00128], [-2.75642, -0.78914, -0.07086], [-0.29865, -2.11937, -0.32644], [-1.47210, 0.60896, 0.14631], [1.07866, 1.58983, -0.86978], [-0.21275, -1.18390, 0.04390]], "lowdin_charge": [-0.390, -0.733, 0.916, 0.082, 0.126, 0.009, 0.022, -0.011, 0.036, -0.058], "homo_energy_ev": [-8.309, -8.091], "spin_multiplicity": 1, "smiles": "C=CC1=PC1", "total_charge": 0}

Most stable structure - w); separation to the second - 0.945 eV.

w) {"formula": "C3H6O2Si", "method": "the ωB97M-V functional and the def2-TZVPD basis", "species": ["H", "Si", "H", "O", "O", "H", "H", "H", "C", "H", "C", "C"], "xyz": [[-1.36227, -0.94913, 1.30813], [-2.08183, 0.09419, 0.69208], [-3.29522, -0.41901, 0.17445], [2.15293, -0.26253, 0.89568], [0.13865, 0.84934, -0.67973], [3.09439, -1.58364, -0.56944], [-1.57228, 1.64561, -1.32271], [2.48604, -0.00811, -1.16531], [2.42105, -0.78493, -0.43272], [-2.12751, 1.43501, 1.40709], [1.21268, -0.95489, 0.32743], [-1.06663, 0.93810, -0.63496]], "lowdin_charge": [-0.099, 0.702, -0.098, -0.002, -0.079, 0.081, 0.071, 0.088, -0.161, -0.032, -0.051, -0.418], "homo_energy_ev": -8.871, "spin_multiplicity": 1, "total_charge": 0}

x) {"formula": "C3H6O2Si", "method": "the ωB97M-V functional and the def2-TZVPD basis", "species": ["O", "H", "H", "H", "C", "H", "C", "Si", "O", "C", "H", "H"], "xyz": [[-3.56763, 1.61300, 0.03609], [2.34567, -0.30295, 1.10806], [0.48257, -0.01701, 1.57318], [0.05001, -0.74497, -0.65037], [-2.50643, 1.30208, -0.42531], [-2.09219, 1.25084, -1.53169], [1.28421, -0.29361, 0.81907], [-3.43802, -1.97699, 0.74295], [-2.38411, -1.14032, 0.06130], [1.01943, -0.81676, -0.33385], [-1.80384, 1.03878, 0.38939], [1.80848, -1.31400, -0.87222]], "lowdin_charge": [-0.044, 0.048, 0.071, -0.012, -0.222, 0.120, -0.095, 0.744, -0.632, -0.089, 0.055, 0.054], "homo_energy_ev": -9.414, "spin_multiplicity": 1, "total_charge": 0}

y) {"formula": "C3H6O2Si", "method": "the ωB97M-V functional and the def2-TZVPD basis", "species": ["C", "O", "H", "H", "H", "H", "H", "H", "Si", "C", "O", "C"], "xyz": [[-0.26505, -0.89327, -0.66615], [-0.68891, -1.29371, -1.92546], [1.87851, -0.09377, -0.84400], [2.17793, 2.14548, 1.40942], [-0.24571, 2.22473, 1.19499], [0.46999, 0.34762, 2.30316], [-2.30974, -1.66539, -0.52159], [-2.14995, 0.16823, -1.14642], [0.95158, 1.27608, 1.19828], [1.14489, 0.00910, -0.13189], [0.68189, -1.38199, 0.11300], [-1.64544, -0.84311, -0.98334]], "lowdin_charge": [-0.452, 0.054, 0.046, -0.075, -0.081, -0.049, 0.147, 0.141, 0.646, -0.265, -0.034, -0.078], "homo_energy_ev": -9.324, "spin_multiplicity": 1, "smiles": "[SiH3][C@H]1O[C@@]12CO2", "total_charge": 0}

Most stable structure - x); separation to the second - 2.496 eV.

w) {"formula": "CH3NO4", "method": "the ωB97M-V functional and the def2-TZVPD basis", "species": ["O", "H", "H", "O", "H", "N", "O", "C", "O"], "xyz": [[-1.27938, 0.20764, -0.63095], [-1.39044, -0.87412, -0.53472], [0.98059, -0.13087, -1.41279], [0.19332, 1.53795, 0.34740], [-0.56382, 2.18387, 0.23436], [0.56622, -0.78774, 0.56298], [1.56186, -0.60727, 1.16603], [-0.08104, 0.36178, -0.19363], [0.01268, -1.89123, 0.46132]], "lowdin_charge": [0.073, 0.215, 0.221, 0.102, 0.171, -0.391, 0.126, -0.548, 0.033], "homo_energy_ev": -9.884, "spin_multiplicity": 1, "total_charge": 0}

x) {"formula": "CH3NO4", "method": "the ωB97M-V functional and the def2-TZVPD basis", "species": ["O", "C", "O", "N", "O", "O", "H", "H", "H"], "xyz": [[0.77834, -1.06682, -0.46900], [0.33640, -0.18055, 0.46603], [-2.12986, -0.62662, 0.32690], [-1.30289, 0.13656, -0.05245], [0.98585, 0.95581, 0.58542], [-1.48130, 1.10018, -0.76079], [0.12731, -0.85274, 1.38757], [1.46629, 1.21494, -0.19860], [1.21986, -0.68076, -1.28509]], "lowdin_charge": [0.037, -0.384, 0.070, -0.356, 0.112, 0.051, 0.194, 0.124, 0.153], "homo_energy_ev": -10.056, "spin_multiplicity": 1, "smiles": "O=[N+]([O-])C(O)O", "total_charge": 0}

Most stable structure - x); separation to the second - 2.107 eV.

w) {"formula": "CH3NO4", "method": "the ωB97M-V functional and the def2-TZVPD basis", "species": ["H", "O", "N", "O", "H", "H", "C", "O", "O"], "xyz": [[1.24802, 1.06897, 0.99518], [-2.57601, 0.57106, 0.27343], [-3.60962, 0.01712, 0.04054], [-4.75298, 0.34073, 0.22525], [-2.36242, -1.53569, -0.12350], [0.88732, 1.14587, -0.61091], [0.66981, 0.53932, 0.23993], [0.07174, -0.52669, 0.30460], [-3.39332, -1.35202, -0.17180]], "lowdin_charge": [0.075, 0.082, -0.452, 0.128, 0.176, 0.065, -0.112, -0.017, 0.055], "homo_energy_ev": -10.610, "spin_multiplicity": 1, "smiles": "O=[N+]([O-])O.C=O", "total_charge": 0}

x) {"formula": "CH3NO4", "method": "the ωB97M-V functional and the def2-TZVPD basis", "species": ["O", "H", "O", "O", "H", "N", "C", "H", "O"], "xyz": [[0.35875, 1.08519, 0.44277], [1.19811, -0.71831, -0.60792], [0.27018, -0.82935, -1.01698], [-2.48093, -0.65796, 0.82115], [0.54239, 1.90672, -0.05833], [-1.30160, -0.58218, 0.92990], [-0.54688, 0.24858, -0.15438], [-1.28660, 0.68561, -0.94643], [-0.59292, -1.25596, 1.61483]], "lowdin_charge": [0.039, 0.112, -0.076, 0.107, 0.138, -0.377, -0.244, 0.189, 0.112], "homo_energy_ev": -11.224, "spin_multiplicity": 1, "smiles": "O=[N+]([O-])C(O)O", "total_charge": 0}

Most stable structure - x); separation to the second - 1.381 eV.